Record 1
ORCA calculation (wB97M-V/def2-TZVPD) on the molecule C3H6N2O2 in a non-equilibrium geometry.

As for the total energy: -377.7996 a.u. The calculation puts the LUMO energy at 0.09 eV. As for the structure (SMILES): [H]/N=N\CC(=O)OC.

```
! wB97M-V def2-TZVPD RIJCOSX def2/J DEFGRID3
* xyz 0 1
H 0.983 0.669 1.561
N 1.457 -0.205 1.270
N 1.973 -0.301 0.137
C 1.412 0.463 -0.994
C 0.040 -0.110 -0.965
O -0.521 -0.874 -1.682
O -0.572 0.318 0.346
C -1.798 -0.313 0.693
H 1.426 1.536 -0.787
H 1.927 0.165 -1.907
H -2.537 -0.095 -0.081
H -2.133 0.137 1.625
H -1.657 -1.391 0.784
*
```

In elementary charge units, the Mulliken charges are: number 1, H, carries 0.296; number 2, N, carries -0.330; number 3, N, carries -0.125; number 4, C, carries -0.273; number 5, C, carries 0.522; number 6, O, carries -0.482; number 7, O, carries -0.341; number 8, C, carries -0.626; number 9, H, carries 0.288; number 10, H, carries 0.278; number 11, H, carries 0.264; number 12, H, carries 0.234; number 13, H, carries 0.297

***

Record 2
ORCA calculation (wB97M-V/def2-TZVPD) on a cluster of 2 separate species, C3H6N2O2 in total in a non-equilibrium geometry.

As for the total energy: -377.8490 a.u. The calculation puts the LUMO energy at 0.36 eV. As for the structure (SMILES): CC(=O)O.N=C=N.

```
! wB97M-V def2-TZVPD RIJCOSX def2/J DEFGRID3
* xyz 0 1
C 0.480 0.797 1.718
C 0.098 -0.238 0.684
O -1.062 -0.240 0.246
O 0.652 -1.445 0.890
H 1.545 1.013 1.656
H -0.142 1.680 1.609
H 0.296 0.422 2.727
H 1.408 -1.406 1.491
N 0.447 0.488 -2.157
C -0.688 -0.025 -2.074
N -1.597 -0.806 -2.265
H 0.699 0.934 -3.027
H -2.135 -1.175 -1.497
*
```

In elementary charge units, the Mulliken charges are: number 1, C, carries -1.220; number 2, C, carries 0.849; number 3, O, carries -0.620; number 4, O, carries -0.441; number 5, H, carries 0.383; number 6, H, carries 0.301; number 7, H, carries 0.356; number 8, H, carries 0.325; number 9, N, carries -0.640; number 10, C, carries 0.723; number 11, N, carries -0.601; number 12, H, carries 0.248; number 13, H, carries 0.337

***

Record 3
ORCA calculation (wB97M-V/def2-TZVPD) on the molecule C3H6N2O2.

As for the total energy: -377.9115 a.u. The calculation puts the LUMO energy at 0.88 eV. As for the structure (SMILES): [H]/N=C/OCC(N)=O.

```
! wB97M-V def2-TZVPD RIJCOSX def2/J DEFGRID3
* xyz 0 1
H -2.703 -0.513 -0.737
N -1.711 -0.289 -0.709
C -1.534 0.825 -0.130
O -0.347 1.439 -0.020
C 0.793 0.719 -0.504
C 1.342 -0.190 0.610
N 0.967 -1.495 0.531
O 2.070 0.234 1.486
H -2.299 1.447 0.345
H 0.519 0.159 -1.401
H 1.546 1.474 -0.734
H 1.163 -2.078 1.336
H 0.194 -1.732 -0.073
*
```

In elementary charge units, the Mulliken charges are: number 1, H, carries 0.228; number 2, N, carries -0.615; number 3, C, carries 0.148; number 4, O, carries -0.367; number 5, C, carries -0.498; number 6, C, carries 0.522; number 7, N, carries -0.383; number 8, O, carries -0.598; number 9, H, carries 0.390; number 10, H, carries 0.418; number 11, H, carries 0.256; number 12, H, carries 0.249; number 13, H, carries 0.248

***

Record 4
ORCA calculation (wB97M-V/def2-TZVPD) on the molecule C3H6N2O2.

As for the total energy: -377.8392 a.u. The calculation puts the LUMO energy at 0.99 eV. As for the structure (SMILES): [H]/N=C/O[C@@]1(N)CO1.

```
! wB97M-V def2-TZVPD RIJCOSX def2/J DEFGRID3
* xyz 0 1
H 3.022 1.203 -0.978
N 2.114 0.885 -1.312
C 1.230 1.114 -0.446
O -0.066 0.786 -0.753
C -0.666 -0.107 0.124
N -2.037 -0.049 -0.028
C -0.043 -1.337 0.571
O 0.028 -0.164 1.399
H 1.346 1.557 0.548
H -2.482 0.777 -0.385
H -2.597 -0.857 0.178
H 0.854 -1.717 0.081
H -0.703 -2.089 1.002
*
```

In elementary charge units, the Mulliken charges are: number 1, H, carries 0.266; number 2, N, carries -0.587; number 3, C, carries 0.138; number 4, O, carries -0.438; number 5, C, carries 0.878; number 6, N, carries -0.419; number 7, C, carries -0.644; number 8, O, carries -0.471; number 9, H, carries 0.378; number 10, H, carries 0.191; number 11, H, carries 0.188; number 12, H, carries 0.242; number 13, H, carries 0.276

***

- Among the records above, which one has the lowest LUMO?
  number 1

***

- The lowest LUMO belongs to which entry?
  number 1